i:
ORCA calculation (ωB97M-V with the def2-TZVPD basis set) on C4H7N3S as an isolated structure.

The value obtained for the HOMO energy is -7.9 eV. Its molar mass is 129.2 u. The LUMO energy is 0.6150 eV.

Structure (ORCA input):
```
! RIJCOSX wB97M-V def2-TZVPD def2/J DEFGRID3
* xyz 0 1
N 1.3060 -0.9632 -1.0261
S 3.2301 0.5920 -0.1097
H 0.9832 1.6308 2.0523
H 2.0030 -1.5652 -1.5759
H 0.2935 2.1570 0.6358
H -2.7677 -0.7606 0.7235
C -2.0736 -0.0314 0.1925
H -2.0657 0.8606 0.8935
C 1.7058 -0.0977 -0.0621
C -0.7080 -0.5273 -0.1273
N 0.4011 1.4214 1.3362
H -2.4585 0.0378 -0.9262
N 0.7325 0.1918 0.8105
C -0.0558 -1.1556 -1.0644
H -0.5260 -1.7904 -1.7526
*
```

***

ii:
ORCA calculation (ωB97M-V with the def2-TZVPD basis set) on a 2-piece molecular cluster, C4H7N3S overall.

The value obtained for the HOMO energy is -9.0 eV. Its molar mass is 129.2 u. The LUMO energy is 0.5533 eV.

Structure (ORCA input):
```
! RIJCOSX wB97M-V def2-TZVPD def2/J DEFGRID3
* xyz 0 1
N 0.1785 -1.5823 -1.2702
H 0.5584 3.0341 2.2429
H -0.3637 -0.1562 -2.7199
C -0.6310 -2.2967 -0.5172
H 2.4616 1.4071 2.3163
H 1.0960 -1.7938 -1.3068
H -0.0587 0.8123 0.1698
C 0.4827 1.3774 0.9299
N -1.8749 -2.0218 -0.7363
N -1.8868 -1.0901 -1.7183
C -0.6570 -0.7539 -1.9846
H -1.1382 2.8091 1.5938
H -0.2582 -2.9816 0.1918
C -0.0770 2.4517 1.5316
S 2.1683 0.7846 1.2771
*
```

***

ii comes first in stability; the runner-up is 0.719 eV higher.

***

i:
ORCA calculation (ωB97M-V with the def2-TZVPD basis set) on the molecule C4H7N3S.

The value obtained for the HOMO energy is -8.5 eV. Its molar mass is 129.2 u. The LUMO energy is -0.5909 eV.

Structure (ORCA input):
```
! RIJCOSX wB97M-V def2-TZVPD def2/J DEFGRID3
* xyz 0 1
N 1.9416 -1.6274 -0.3556
C 0.4828 -0.2420 0.8157
H -1.6766 -0.4743 -2.1533
N 1.1874 -0.4258 -0.2144
H 0.8494 -0.7391 1.8506
H -0.6521 1.3026 1.9216
H -0.6578 2.8026 -0.2010
C -0.4039 1.7483 -0.3986
C -1.8383 -0.3845 -0.9077
S -2.3249 -1.6423 0.2358
N -1.6302 0.9293 -0.0537
H 0.2657 1.4379 -1.1240
C -0.3870 0.8316 0.8771
H 2.1291 -1.9238 0.7322
H 2.7147 -1.5931 -1.0246
*
```

***

ii:
ORCA calculation (ωB97M-V with the def2-TZVPD basis set) on the molecule C4H7N3S.

The value obtained for the HOMO energy is -9.1 eV. Its molar mass is 129.2 u. The LUMO energy is 0.6154 eV.

Structure (ORCA input):
```
! RIJCOSX wB97M-V def2-TZVPD def2/J DEFGRID3
* xyz 0 1
N -0.0712 -0.3481 -0.2601
N 0.1124 2.0271 -0.0814
H -0.4761 -1.6505 2.5615
H -0.3710 -2.7602 -0.9287
H -1.1743 1.7760 -1.7459
C -0.1904 2.1805 -1.4859
N -0.1647 -2.7161 0.0352
C 0.1408 0.8658 0.3905
S 0.5011 0.5451 2.1120
H -0.1572 3.2478 -1.7430
H 0.5609 1.6820 -2.1207
H -0.3124 -0.3267 -1.2398
C 0.0054 -1.5268 0.4585
C 0.3428 -1.2461 1.9061
H 1.2538 -1.7499 2.1416
*
```

***

iii:
ORCA calculation (ωB97M-V with the def2-TZVPD basis set) on the molecule C4H7N3S.

The value obtained for the HOMO energy is -8.6 eV. Its molar mass is 129.2 u. The LUMO energy is -0.2124 eV.

Structure (ORCA input):
```
! RIJCOSX wB97M-V def2-TZVPD def2/J DEFGRID3
* xyz 0 1
C -2.3753 -0.1947 0.1380
N 0.6461 1.5206 0.6089
S 2.2529 -1.6956 0.0274
H 2.7651 0.6645 -0.0442
H -1.7945 0.1499 0.9016
C 0.4644 0.4900 -0.3575
C 1.7424 1.2241 -0.4871
H -0.4993 -2.6254 0.2917
H 0.9823 1.1058 1.4796
C 0.5984 -1.0532 -0.0502
N -1.9571 -1.1563 -0.4833
H -3.3241 0.3799 -0.1613
H -0.5590 0.7900 -0.7959
N -0.7289 -1.6678 0.1873
H 1.7868 2.0683 -1.2550
*
```

***

iv:
ORCA calculation (ωB97M-V with the def2-TZVPD basis set) on the molecule C4H7N3S.

The value obtained for the HOMO energy is -8.7 eV. Its molar mass is 129.2 u. The LUMO energy is 0.4552 eV.

Structure (ORCA input):
```
! RIJCOSX wB97M-V def2-TZVPD def2/J DEFGRID3
* xyz 0 1
C 0.7862 -0.0310 2.1873
H -1.8101 0.3294 1.3113
H -0.2026 -0.1187 -3.1702
H -1.5525 -1.4385 0.9591
C -0.0595 0.1230 0.1213
H -1.8015 0.7510 -2.4061
N 1.0077 0.6682 0.9465
C -1.0122 -0.5178 1.1578
S 2.7105 0.8022 0.2530
H 2.3257 1.0664 -1.0611
N -0.2197 -0.7045 2.3650
N 0.1038 0.2437 -1.1400
H 1.8341 -0.0524 2.7660
C -0.8907 -0.0327 -2.1406
H -1.2192 -1.0881 -2.1493
*
```

***

ii comes first in stability; the runner-up is 2.976 eV higher.

***

i:
ORCA calculation (ωB97M-V with the def2-TZVPD basis set) on an isolated ion of composition C3H9N3O and charge -1.

The value obtained for the HOMO energy (alpha / beta) is 0.9 / -5.8 eV. Its molar mass is 103.1 u. The LUMO energy (alpha / beta) is 4.1983 / 4.0581 eV. Its expectation value of S² is 0.75.

Structure (ORCA input):
```
! RIJCOSX wB97M-V def2-TZVPD def2/J DEFGRID3
* xyz -1 2
N -1.5885 -1.8191 0.7985
N 0.3821 -0.3729 0.9922
H -2.3717 -1.8929 1.4325
H 0.0645 -0.8939 -1.2220
H -0.7123 1.3094 -1.2554
O -1.2395 -0.4919 2.6180
H 0.6546 0.5684 1.4235
H 1.5611 0.7734 -1.9615
C 1.1735 0.9114 -0.9095
H 0.1178 2.6947 -1.4425
C -0.7882 -0.9081 1.5319
H -1.7860 -1.3337 -0.1134
N 0.0166 1.8424 -0.7968
H 1.9352 1.2940 -0.2805
C 0.8102 -0.5263 -0.4186
H 1.7707 -1.1549 -0.3966
*
```

***

ii:
ORCA calculation (ωB97M-V with the def2-TZVPD basis set) on an isolated ion of composition C3H9N3O and charge -1.

The value obtained for the HOMO energy (alpha / beta) is 1.1 / -5.0 eV. Its molar mass is 103.1 u. The LUMO energy (alpha / beta) is 4.1171 / 4.0582 eV. Its expectation value of S² is 0.75.

Structure (ORCA input):
```
! RIJCOSX wB97M-V def2-TZVPD def2/J DEFGRID3
* xyz -1 2
N 0.5706 0.7796 1.3402
H 0.1140 0.2289 -2.1511
H 0.9588 0.8864 2.3391
H -0.6412 2.6128 -1.3696
H -0.4231 1.1307 1.2764
H -1.8209 0.4385 -2.3785
O 1.7443 -1.1924 1.5346
C 0.8953 -0.5329 0.9088
H -1.9061 -0.6899 0.0234
N -1.0871 1.7611 -1.0047
H 0.8732 -1.5849 -0.6393
C -0.9206 0.5050 -1.6979
H -2.0675 2.0152 -0.7929
N 0.3003 -1.0014 -0.1226
H -1.0951 -1.7007 -1.2705
C -1.0468 -0.7342 -0.6783
*
```

***

i comes first in stability; the runner-up is 0.618 eV higher.

***

i:
ORCA calculation (ωB97M-V with the def2-TZVPD basis set) on a 2-piece molecular cluster, H5NO overall.

The value obtained for the HOMO energy is -9.8 eV. Its molar mass is 35.0 u. The LUMO energy is 0.7235 eV.

Structure (ORCA input):
```
! RIJCOSX wB97M-V def2-TZVPD def2/J DEFGRID3
* xyz 0 1
H 1.1178 0.1310 0.8656
H 1.1468 0.5979 -0.6937
H 1.0711 -0.9325 -0.3137
H -2.2060 -0.3812 0.2457
N 1.5324 -0.0898 -0.0393
H -1.3163 0.8009 0.0468
O -1.3457 -0.1263 -0.1115
*
```

***

ii:
ORCA calculation (ωB97M-V with the def2-TZVPD basis set) on a 2-piece molecular cluster, H5NO overall.

The value obtained for the HOMO energy is -9.8 eV. Its molar mass is 35.0 u. The LUMO energy is 0.7126 eV.

Structure (ORCA input):
```
! RIJCOSX wB97M-V def2-TZVPD def2/J DEFGRID3
* xyz 0 1
H 0.1089 0.8395 0.5779
O -2.0249 1.4346 0.1335
H -0.6171 -0.6373 0.5135
H -0.5031 0.2842 -0.8466
N 0.0000 0.0000 0.0000
H -1.6383 1.2841 -0.7588
H -2.1566 0.5318 0.5022
*
```

***

i comes first in stability; the runner-up is 0.735 eV higher.